No. 1
This record from the OMol25 dataset describes a 2-piece molecular cluster, C5H12N2O overall in a non-equilibrium geometry. The level of theory is ωB97M-V with the def2-TZVPD basis set.

```
20
C5H12N2O | the OMol25 dataset | ωB97M-V with the def2-TZVPD basis set
C -1.100 -2.796 -0.848
C -1.611 -2.111 0.428
C -0.639 -1.031 0.944
N -0.122 -0.111 0.030
C -0.278 -1.116 2.228
N 0.535 -0.008 2.762
H -0.583 -3.732 -0.583
H -0.429 -2.116 -1.355
H -1.908 -3.202 -1.442
H -2.555 -1.609 0.171
H -1.799 -2.652 1.350
H -0.880 0.501 -0.259
H 0.713 0.418 0.270
H -0.613 -1.792 2.996
H 0.179 0.227 3.665
H 1.527 -0.200 2.726
C 2.363 5.338 -3.267
O 3.096 5.176 -4.204
H 1.271 5.237 -3.313
H 2.836 5.579 -2.301
```

Results
HOMO ... -0.2999 hartree
LUMO energy ... 0.77 eV
DFT total energy ... -10405.3299 eV
Energy above the lowest of the compared OMol25 structures with the same formula, charge and spin ... 71.4 kcal per mole
Kohn-Sham gap ... 8.9 eV
Structure (SMILES) ... CC/C(N)=C/N.C=O

Taken from the natural (NBO) analysis, the atomic charges in e are: atom 1 (C): -0.622, atom 2 (C): -0.430, atom 3 (C): 0.178, atom 4 (N): -0.846, atom 5 (C): -0.128, atom 6 (N): -0.882, atom 7 (H): 0.204, atom 8 (H): 0.233, atom 9 (H): 0.208, atom 10 (H): 0.195, atom 11 (H): 0.215, atom 12 (H): 0.371, atom 13 (H): 0.391, atom 14 (H): 0.185, atom 15 (H): 0.364, atom 16 (H): 0.364, atom 17 (C): 0.271, atom 18 (O): -0.490, atom 19 (H): 0.113, atom 20 (H): 0.106

No. 2
This record from the OMol25 dataset describes a 15-piece molecular cluster, C57H154N20O21 overall in a non-equilibrium geometry. The level of theory is ωB97M-V with the def2-TZVPD basis set.

```
252
C57H154N20O21 | the OMol25 dataset | ωB97M-V with the def2-TZVPD basis set
C -5.719 1.635 1.311
O -4.559 1.566 1.593
N -6.713 1.771 2.160
N -6.171 1.639 0.070
H -7.630 1.971 1.787
H -6.542 1.832 3.154
H -5.478 1.590 -0.663
H -7.133 1.628 -0.238
C -0.105 3.063 4.817
O -1.163 2.429 4.969
N -0.017 4.084 4.023
N 0.982 2.722 5.447
H -0.912 4.425 3.703
H 0.685 4.792 4.181
H 1.791 3.317 5.337
H 0.947 1.904 6.037
C -4.745 1.951 5.278
O -5.895 1.573 5.045
N -3.886 2.033 4.341
N -4.253 2.211 6.446
H -4.337 2.004 3.438
H -2.905 2.153 4.549
H -3.412 2.748 6.602
H -4.901 2.094 7.212
C 1.197 3.295 0.847
O 2.000 3.969 0.243
N 1.346 2.759 2.010
N -0.023 3.062 0.377
H 0.593 2.330 2.530
H 2.316 2.763 2.292
H -0.307 3.550 -0.460
H -0.628 2.440 0.894
C -3.504 2.114 -2.260
O -4.581 1.461 -2.219
N -2.795 2.553 -3.266
N -2.986 2.648 -1.159
H -1.972 3.102 -3.061
H -2.988 2.324 -4.231
H -2.319 3.392 -1.307
H -3.234 2.380 -0.217
C -9.417 4.193 2.472
O -8.994 3.455 1.332
C -10.036 3.135 0.395
C -9.442 2.427 -0.930
N -9.051 1.020 -0.726
C -8.605 0.441 -2.057
C -8.661 -1.151 -2.178
O -7.435 -1.817 -1.855
C -7.167 -1.812 -0.468
H -8.633 4.655 3.072
H -9.860 3.559 3.240
H -10.144 4.940 2.153
H -10.650 4.017 0.216
H -10.637 2.340 0.837
H -8.601 2.944 -1.392
H -10.308 2.396 -1.590
H -9.921 0.529 -0.572
H -7.537 0.657 -2.036
H -9.120 0.860 -2.921
H -8.751 -1.352 -3.246
H -9.393 -1.638 -1.533
H -6.165 -1.421 -0.293
H -7.230 -2.851 -0.144
H -7.874 -1.190 0.080
C -1.606 -5.030 1.281
O -0.323 -5.725 1.062
C 0.767 -5.030 1.596
C 2.119 -5.223 0.762
N 2.706 -6.412 1.241
C 3.953 -6.541 0.561
C 4.740 -7.706 1.238
O 4.161 -8.953 0.962
C 4.687 -10.002 1.805
H -1.699 -4.592 2.275
H -2.423 -5.727 1.096
H -1.654 -4.218 0.556
H 0.741 -5.335 2.642
H 0.468 -3.984 1.531
H 2.763 -4.402 1.078
H 2.113 -5.175 -0.327
H 2.163 -7.195 0.904
H 4.674 -5.757 0.793
H 3.945 -6.647 -0.524
H 4.691 -7.448 2.296
H 5.786 -7.747 0.934
H 4.531 -10.916 1.232
H 4.164 -9.944 2.759
H 5.756 -9.811 1.900
C 5.888 6.704 1.813
O 5.969 5.502 2.608
C 4.679 5.308 3.187
C 4.725 3.964 3.960
N 4.491 2.893 2.994
C 4.475 1.615 3.668
C 3.790 0.611 2.722
O 4.144 -0.764 3.039
C 3.550 -1.306 4.226
H 6.828 6.843 1.279
H 5.791 7.613 2.406
H 5.194 6.652 0.974
H 3.855 5.291 2.473
H 4.423 6.109 3.880
H 3.916 4.085 4.681
H 5.697 3.895 4.449
H 5.349 2.948 2.465
H 3.861 1.498 4.560
H 5.447 1.145 3.824
H 3.984 0.788 1.664
H 2.703 0.674 2.777
H 3.778 -2.369 4.157
H 2.497 -1.198 4.484
H 4.112 -0.987 5.103
C -2.011 7.289 -0.292
O -2.765 6.674 0.764
C -2.320 5.328 1.023
C -2.953 4.745 2.238
N -2.567 5.554 3.449
C -3.136 5.137 4.705
C -2.958 6.336 5.673
O -3.805 7.406 5.285
C -3.376 8.639 5.685
H -0.989 7.517 0.011
H -2.436 8.232 -0.637
H -2.026 6.671 -1.190
H -1.244 5.341 1.195
H -2.376 4.709 0.128
H -2.568 3.726 2.272
H -4.036 4.745 2.115
H -2.862 6.503 3.269
H -2.654 4.269 5.156
H -4.201 4.929 4.608
H -1.885 6.525 5.633
H -3.249 6.046 6.682
H -4.318 9.186 5.729
H -2.611 9.006 5.001
H -3.073 8.761 6.725
C 10.119 0.177 -7.662
O 9.232 -0.514 -6.806
C 9.982 -1.199 -5.812
C 9.044 -1.844 -4.868
N 8.012 -1.010 -4.268
C 7.218 -1.800 -3.397
C 6.424 -0.941 -2.410
O 5.636 -1.885 -1.706
C 4.818 -1.273 -0.674
H 9.555 0.807 -8.349
H 10.890 -0.355 -8.219
H 10.592 0.965 -7.075
H 10.486 -0.430 -5.226
H 10.584 -1.956 -6.314
H 9.634 -2.320 -4.085
H 8.527 -2.637 -5.409
H 7.464 -0.881 -5.107
H 7.857 -2.486 -2.842
H 6.549 -2.458 -3.951
H 5.678 -0.288 -2.862
H 7.105 -0.393 -1.758
H 4.323 -0.313 -0.816
H 5.359 -1.269 0.272
H 3.998 -1.969 -0.500
C 1.224 1.293 -2.407
O 2.243 1.470 -3.416
C 1.943 2.246 -4.553
C 3.147 2.364 -5.485
N 3.476 1.010 -5.805
C 4.803 0.975 -6.514
C 5.052 -0.503 -7.076
O 5.798 -1.321 -6.269
C 6.026 -2.666 -6.834
H 0.397 0.765 -2.881
H 0.909 2.262 -2.019
H 1.667 0.782 -1.552
H 1.833 3.302 -4.305
H 1.010 2.051 -5.082
H 4.041 2.698 -4.960
H 2.970 3.073 -6.293
H 3.505 0.442 -4.971
H 5.489 1.284 -5.726
H 4.908 1.619 -7.388
H 5.555 -0.341 -8.029
H 4.088 -1.004 -7.170
H 6.569 -2.560 -7.773
H 5.154 -3.287 -7.044
H 6.807 -3.145 -6.243
C -2.705 -0.920 0.424
C -1.454 -0.502 1.180
C -0.175 -0.448 0.342
O 0.084 -1.764 -0.040
C 0.890 -1.951 -1.200
N -1.620 0.833 1.861
H -3.653 -0.671 0.900
H -2.676 -1.991 0.223
H -2.746 -0.302 -0.472
H -1.284 -1.270 1.934
H 0.669 -0.063 0.916
H -0.383 0.191 -0.516
H 1.192 -2.990 -1.070
H 1.814 -1.381 -1.291
H 0.367 -1.843 -2.151
H -2.620 0.860 2.002
H -1.118 0.876 2.736
C -1.251 -3.514 4.771
C -1.137 -3.698 6.291
C -1.907 -2.597 7.031
O -3.272 -2.490 6.776
C -3.848 -1.350 7.347
N -1.372 -5.108 6.485
H -0.537 -4.102 4.195
H -0.943 -2.488 4.568
H -2.235 -3.668 4.328
H -0.085 -3.578 6.551
H -1.526 -1.624 6.719
H -1.645 -2.657 8.087
H -3.571 -1.223 8.393
H -4.938 -1.335 7.370
H -3.476 -0.470 6.823
H -2.309 -5.371 6.216
H -1.471 -5.226 7.483
C 0.154 -4.737 -4.252
C 1.432 -5.516 -4.597
C 2.462 -5.461 -3.445
O 2.685 -4.198 -2.945
C 3.231 -3.348 -3.871
N 1.119 -6.863 -5.055
H 0.382 -3.677 -4.144
H -0.174 -5.130 -3.289
H -0.668 -4.932 -4.941
H 1.863 -4.938 -5.415
H 3.330 -6.009 -3.811
H 2.135 -5.958 -2.531
H 3.586 -2.569 -3.195
H 2.426 -3.039 -4.538
H 4.125 -3.689 -4.392
H 0.622 -6.708 -5.921
H 2.005 -7.271 -5.317
C -3.440 -3.203 -3.182
C -3.318 -1.704 -3.378
C -2.546 -1.299 -4.650
O -1.158 -1.255 -4.344
C -0.308 -1.225 -5.527
N -4.617 -1.153 -3.257
H -3.718 -3.585 -2.200
H -2.460 -3.659 -3.319
H -3.923 -3.780 -3.971
H -2.709 -1.297 -2.571
H -2.841 -0.269 -4.848
H -2.927 -1.813 -5.532
H 0.710 -1.370 -5.167
H -0.310 -0.254 -6.022
H -0.558 -2.004 -6.247
H -4.540 -0.191 -2.960
H -5.170 -1.481 -2.477
```

Results
HOMO ... -0.2984 hartree
LUMO energy ... 0.10 eV
DFT total energy ... -134395.2963 eV
Energy above the lowest of the compared OMol25 structures with the same formula, charge and spin ... 0.0 kcal per mole
Kohn-Sham gap ... 8.2 eV

Atom charges from the Löwdin analysis, given in e for atoms 1 to 99: atom 1 (C): -0.726, atom 2 (O): 0.002, atom 3 (N): 0.208, atom 4 (N): 0.203, atom 5 (H): 0.080, atom 6 (H): 0.070, atom 7 (H): 0.049, atom 8 (H): 0.055, atom 9 (C): -0.750, atom 10 (O): -0.021, atom 11 (N): 0.199, atom 12 (N): 0.197, atom 13 (H): 0.070, atom 14 (H): 0.131, atom 15 (H): 0.097, atom 16 (H): 0.129, atom 17 (C): -0.797, atom 18 (O): -0.002, atom 19 (N): 0.199, atom 20 (N): 0.183, atom 21 (H): 0.072, atom 22 (H): 0.052, atom 23 (H): 0.101, atom 24 (H): 0.120, atom 25 (C): -0.783, atom 26 (O): 0.030, atom 27 (N): 0.182, atom 28 (N): 0.166, atom 29 (H): 0.083, atom 30 (H): 0.076, atom 31 (H): 0.087, atom 32 (H): 0.047, atom 33 (C): -0.639, atom 34 (O): -0.027, atom 35 (N): 0.189, atom 36 (N): 0.181, atom 37 (H): 0.110, atom 38 (H): 0.125, atom 39 (H): 0.068, atom 40 (H): 0.090, atom 41 (C): -0.099, atom 42 (O): -0.235, atom 43 (C): -0.157, atom 44 (C): -0.183, atom 45 (N): -0.101, atom 46 (C): -0.147, atom 47 (C): -0.167, atom 48 (O): -0.224, atom 49 (C): -0.102, atom 50 (H): 0.088, atom 51 (H): 0.085, atom 52 (H): 0.081, atom 53 (H): 0.112, atom 54 (H): 0.113, atom 55 (H): 0.119, atom 56 (H): 0.106, atom 57 (H): 0.097, atom 58 (H): 0.101, atom 59 (H): 0.108, atom 60 (H): 0.119, atom 61 (H): 0.116, atom 62 (H): 0.074, atom 63 (H): 0.088, atom 64 (H): 0.077, atom 65 (C): -0.050, atom 66 (O): -0.206, atom 67 (C): -0.201, atom 68 (C): -0.193, atom 69 (N): -0.064, atom 70 (C): -0.224, atom 71 (C): -0.247, atom 72 (O): -0.206, atom 73 (C): -0.080, atom 74 (H): 0.054, atom 75 (H): 0.086, atom 76 (H): 0.070, atom 77 (H): 0.115, atom 78 (H): 0.091, atom 79 (H): 0.114, atom 80 (H): 0.099, atom 81 (H): 0.125, atom 82 (H): 0.120, atom 83 (H): 0.118, atom 84 (H): 0.117, atom 85 (H): 0.113, atom 86 (H): 0.086, atom 87 (H): 0.089, atom 88 (H): 0.077, atom 89 (C): -0.104, atom 90 (O): -0.173, atom 91 (C): -0.234, atom 92 (C): -0.195, atom 93 (N): -0.050, atom 94 (C): -0.213, atom 95 (C): -0.204, atom 96 (O): -0.200, atom 97 (C): -0.111, atom 98 (H): 0.081, atom 99 (H): 0.086